The following is a quantum chemistry calculation of a 11-piece molecular cluster, C41H114N12O11 overall in a non-equilibrium geometry, from OMol25.

Calculated values
E in a.u.: -3114.95260
Energy relative to the best compared isomer or geometry (same formula, charge and spin) in kcal per mole: 77.50
SMILES: COC[C@H](C)N.COC[C@H](C)N.COC[C@H](C)N.COC[C@H](C)N.COC[C@H](C)N.COC[C@H](C)N.COC[C@H](C)N.COC[C@H](C)N.COC[C@H](C)N.COC[C@H](C)N.NC(N)=O

Last column: Mulliken charge in e.
CARTESIAN COORDINATES (ANGSTROEM)
C  -5.4178  -2.3933  -4.8260  -0.97
O  -5.1498  -1.3373  -3.8642  -0.08
C  -6.3396  -0.7621  -3.3430  -1.15
C  -6.0471  0.3638  -2.3284  1.19
C  -5.0137  0.0717  -1.2332  -0.31
N  -7.3241  0.8657  -1.7251  -0.83
H  -6.2270  -2.1938  -5.5285  0.35
H  -5.7045  -3.2578  -4.2273  0.33
H  -4.4975  -2.5307  -5.3938  0.23
H  -6.9890  -0.4230  -4.1501  0.46
H  -6.9543  -1.5612  -2.9288  0.59
H  -5.7450  1.2481  -2.8895  -0.46
H  -4.0078  0.0249  -1.6506  -0.48
H  -5.2879  -0.8188  -0.6675  0.15
H  -4.8963  0.9279  -0.5689  0.53
H  -7.9104  0.1175  -1.3835  0.30
H  -7.0231  1.3899  -0.9159  0.27
C  -2.2095  1.3962  2.1554  -0.28
O  -1.7006  2.5211  1.4861  -0.26
C  -0.6506  3.2838  2.1455  0.35
C  -0.4439  4.5370  1.2947  0.98
C  0.5893  5.6355  1.7097  -1.57
N  -1.7664  5.1415  0.9423  -0.74
H  -2.7736  0.8665  1.3877  -0.11
H  -2.9296  1.7027  2.9140  0.36
H  -1.4301  0.8237  2.6583  0.07
H  -0.9446  3.4969  3.1733  0.62
H  0.2276  2.6387  2.1204  -0.49
H  0.0048  4.3693  0.3156  -0.47
H  0.4803  6.1735  2.6515  0.40
H  0.5404  6.4381  0.9739  0.45
H  1.5747  5.1714  1.6677  0.24
H  -2.3317  4.3316  0.7309  0.21
H  -2.2266  5.5890  1.7221  0.28
C  -2.4764  -2.7933  -2.4509  -0.90
O  -1.2419  -2.3852  -1.7247  -0.42
C  -1.1773  -1.0682  -1.1747  0.65
C  0.1710  -0.6831  -0.5204  1.90
C  0.3557  -1.4307  0.7331  -1.35
N  0.3951  0.7906  -0.4329  1.18
H  -2.4575  -3.8718  -2.6076  0.56
H  -2.5566  -2.3204  -3.4297  0.22
H  -3.3596  -2.5561  -1.8578  0.12
H  -1.4879  -0.3052  -1.8883  -0.43
H  -2.0016  -1.0224  -0.4629  0.05
H  0.9199  -1.0414  -1.2267  -1.37
H  1.3486  -1.2775  1.1558  0.05
H  0.2526  -2.5013  0.5565  0.54
H  -0.3887  -1.2759  1.5142  0.28
H  -0.4358  1.1661  0.0014  -0.74
H  1.0713  0.9275  0.3048  -0.22
C  4.6239  -3.2550  -3.5067  -0.34
O  4.1206  -2.8223  -4.7189  -0.38
C  3.5729  -1.5172  -4.8310  -0.91
C  2.2551  -1.2658  -4.0079  0.99
C  1.4157  -2.5285  -3.9427  -1.19
N  1.6091  -0.0117  -4.3020  -0.14
H  4.7937  -4.3295  -3.4377  0.27
H  3.9522  -2.9438  -2.7067  -0.06
H  5.5683  -2.7346  -3.3470  0.32
H  4.2764  -0.6978  -4.6833  0.39
H  3.4583  -1.5301  -5.9149  0.37
H  2.5415  -1.2090  -2.9578  -0.25
H  1.2601  -2.9566  -4.9330  0.52
H  0.5332  -2.3721  -3.3225  0.03
H  1.9759  -3.3146  -3.4364  0.32
H  1.2332  -0.0126  -5.2394  0.16
H  0.7888  0.2796  -3.7897  -0.29
C  -2.0611  3.2220  -1.9862  -1.10
O  -2.4263  3.0947  -3.3770  -0.48
C  -3.2242  4.0655  -3.9526  -0.89
C  -2.6467  4.3996  -5.3921  1.32
C  -1.5299  5.3880  -5.4252  -1.32
N  -3.8451  4.8050  -6.1522  -0.80
H  -1.7978  4.2541  -1.7547  0.73
H  -1.1819  2.6704  -1.6532  -0.14
H  -2.8374  2.8123  -1.3400  0.34
H  -4.1731  3.5328  -4.0138  0.19
H  -3.3991  4.9696  -3.3694  0.60
H  -2.1868  3.5074  -5.8171  -0.02
H  -0.5932  4.9950  -5.0297  0.12
H  -1.7740  6.2996  -4.8798  0.35
H  -1.2819  5.7167  -6.4344  0.38
H  -4.5063  5.1454  -5.4688  0.32
H  -4.2480  3.9135  -6.4031  0.36
C  -0.5346  -5.5145  2.2176  -0.93
O  -1.7270  -4.8848  1.9051  -0.16
C  -2.0212  -4.9215  0.5144  -0.19
C  -3.5508  -4.9081  0.2055  0.71
C  -4.3083  -3.7651  0.8381  -1.24
N  -4.1484  -6.1690  0.5766  -0.83
H  -0.5081  -5.3730  3.2981  0.29
H  0.3384  -4.9833  1.8385  0.30
H  -0.5439  -6.5711  1.9501  0.37
H  -1.7286  -3.9582  0.0968  -0.20
H  -1.6087  -5.8058  0.0285  0.49
H  -3.6447  -4.8185  -0.8767  0.05
H  -4.3987  -3.8389  1.9218  0.43
H  -5.2981  -3.6978  0.3865  0.46
H  -3.8219  -2.8138  0.6227  -0.09
H  -5.1061  -5.9466  0.8078  0.29
H  -3.7690  -6.3706  1.4907  0.33
C  3.5289  -1.1732  6.3934  -1.12
O  3.5158  -0.3525  5.2448  0.06
C  3.3352  0.9895  5.5004  -1.01
C  3.2927  1.5967  4.0752  0.53
C  3.2692  3.1516  4.0649  -1.54
N  2.2223  1.1942  3.1675  0.67
H  4.4830  -1.0185  6.8971  0.33
H  3.4514  -2.2305  6.1398  0.31
H  2.7838  -1.0123  7.1726  0.33
H  2.3484  1.2241  5.8996  0.26
H  4.0934  1.5029  6.0917  0.39
H  4.2149  1.2998  3.5757  -0.07
H  4.0393  3.5826  4.7047  0.44
H  2.2466  3.4212  4.3288  0.36
H  3.4171  3.6352  3.0993  0.28
H  2.1071  0.1909  3.1496  -0.38
H  1.3107  1.4267  3.5349  0.07
C  7.7894  -0.5339  3.2495  -0.88
O  6.6621  -0.9643  2.4382  -0.21
C  5.9981  -2.0271  3.0316  -0.52
C  4.6631  -2.3942  2.3761  0.12
C  4.9100  -2.7723  0.9324  -1.65
N  3.6295  -1.3185  2.4807  0.56
H  8.2959  0.3099  2.7809  0.26
H  8.5000  -1.3513  3.1268  0.36
H  7.5838  -0.3477  4.3036  0.31
H  6.6517  -2.8946  3.1232  0.57
H  5.7004  -1.6615  4.0144  0.16
H  4.2503  -3.2763  2.8657  0.48
H  5.5121  -3.6638  0.7572  0.54
H  5.3886  -1.9884  0.3454  0.33
H  3.9491  -3.0828  0.5220  0.28
H  3.9958  -0.4893  2.0352  -0.39
H  3.5127  -1.0744  3.4538  -0.22
C  -1.3442  -2.3199  4.1301  -0.77
O  -1.0149  -0.9782  4.5206  -0.06
C  -0.0972  -0.8523  5.5541  -0.62
C  -0.7226  -1.1778  6.8942  0.43
C  -2.0005  -0.2616  7.0543  -1.31
N  0.1664  -0.8675  7.9703  -0.61
H  -1.4326  -3.0408  4.9429  0.34
H  -0.5823  -2.6851  3.4415  0.17
H  -2.2409  -2.2777  3.5117  0.25
H  0.7762  -1.4406  5.2728  0.31
H  0.2935  0.1651  5.5343  0.06
H  -0.9408  -2.2452  6.9277  0.29
H  -1.9020  0.6946  6.5405  0.24
H  -2.3165  -0.1767  8.0940  0.43
H  -2.8700  -0.6417  6.5179  0.27
H  0.4554  0.0980  8.0368  0.23
H  -0.3195  -1.0230  8.8420  0.26
C  4.4990  0.9724  0.0489  -0.37
O  4.4446  1.6364  -1.1782  -0.51
C  3.1827  2.1659  -1.5304  0.73
C  3.2263  2.9414  -2.8847  -0.20
C  1.7735  3.3680  -3.2611  -0.82
N  3.6821  2.2520  -4.0468  -0.76
H  5.4979  0.8860  0.4765  0.24
H  4.0607  -0.0237  -0.0118  0.11
H  3.8911  1.4705  0.8043  0.26
H  2.5688  1.2800  -1.6926  -0.53
H  2.6778  2.7997  -0.8014  0.21
H  3.8038  3.8495  -2.7119  0.47
H  1.3280  3.9427  -2.4490  0.38
H  1.1482  2.4879  -3.4104  -0.21
H  1.8781  3.9485  -4.1777  0.37
H  4.5867  1.8817  -3.7923  0.47
H  3.0928  1.4355  -4.1255  0.23
N  -1.3789  1.1823  -5.3491  -0.28
C  -2.2939  0.3103  -5.0705  0.50
N  -3.1189  0.7973  -4.2020  0.56
O  -2.4552  -0.7814  -5.6918  -0.80
H  -0.7332  0.8900  -6.0687  0.31
H  -1.4810  2.1659  -5.1440  -0.28
H  -2.8061  1.5919  -3.6626  0.22
H  -3.9270  0.2517  -3.9386  -0.35

=====

The following is a quantum chemistry calculation of a 15-piece molecular cluster, C41H116N14O19 overall in a non-equilibrium geometry, from OMol25.

Calculated values
E in a.u.: -3827.53896

Last column: Mulliken charge in e.
CARTESIAN COORDINATES (ANGSTROEM)
C  -7.8769  3.8516  -7.5420  0.66
O  -6.8610  3.9728  -6.8914  -0.65
N  -8.9103  4.6280  -7.3804  -0.38
N  -8.0550  3.0794  -8.5805  -0.36
H  -8.8983  5.3189  -6.6437  0.21
H  -9.6329  4.6381  -8.0859  0.15
H  -7.3437  2.4708  -8.9597  0.21
H  -8.8468  3.3021  -9.1666  0.15
C  7.8975  3.8703  -7.3942  0.65
O  7.6441  3.3330  -8.4780  -0.67
N  7.0727  4.6286  -6.7254  -0.39
N  9.0028  3.8194  -6.7618  -0.38
H  6.1163  4.4017  -6.9577  0.23
H  7.3539  5.1476  -5.9059  0.17
H  9.2073  4.4641  -6.0117  0.17
H  9.7584  3.3410  -7.2311  0.23
C  10.0287  -1.2840  -1.1855  0.65
O  11.1681  -1.5997  -0.9074  -0.65
N  9.7051  -0.1521  -1.7788  -0.38
N  9.0337  -1.9932  -0.6692  -0.40
H  8.7166  -0.0689  -1.9684  0.17
H  10.4407  0.4095  -2.1834  0.22
H  9.2820  -2.6737  0.0346  0.22
H  8.0802  -1.6729  -0.7600  0.16
C  8.9366  6.9244  -0.0917  0.63
O  9.0962  6.7620  -1.2867  -0.64
N  8.6511  7.9786  0.5978  -0.36
N  9.1951  5.9857  0.8307  -0.45
H  8.6696  7.9446  1.6070  0.18
H  8.4916  8.8403  0.0958  0.22
H  9.4302  5.0932  0.4205  0.22
H  8.7063  6.0821  1.7093  0.19
C  0.3109  2.5134  -8.0611  0.68
O  0.7065  3.5549  -7.6210  -0.66
N  1.0385  1.7797  -8.8260  -0.37
N  -0.8411  1.9748  -7.9274  -0.39
H  1.9797  2.0991  -9.0056  0.21
H  0.6883  0.8842  -9.1349  0.13
H  -0.9613  1.0072  -8.1908  0.17
H  -1.4784  2.4896  -7.3367  0.22
C  -7.6616  0.3688  4.8794  -1.08
C  -7.6776  -0.8084  3.9468  -0.14
O  -8.6083  -1.7175  4.5285  -0.51
H  -8.6100  0.9059  4.8955  0.27
H  -6.9109  1.0847  4.5445  0.31
H  -7.3812  0.1113  5.9007  0.36
H  -6.6707  -1.2255  3.9330  0.22
H  -7.9220  -0.4149  2.9601  0.27
H  -8.3307  -1.9263  5.4235  0.30
C  -3.0590  -7.1793  1.8278  -1.07
C  -4.3966  -7.7368  1.4516  -0.17
O  -4.2661  -9.0972  1.4886  -0.51
H  -3.1291  -6.0994  1.6976  0.33
H  -2.3219  -7.5530  1.1171  0.27
H  -2.7484  -7.4628  2.8334  0.30
H  -4.6280  -7.4484  0.4262  0.26
H  -5.1526  -7.4276  2.1735  0.29
H  -5.1520  -9.4267  1.3206  0.30
C  -3.9055  5.1327  0.5636  -0.88
C  -3.3015  6.1609  -0.4735  -0.29
O  -4.4126  6.4510  -1.3040  -0.52
H  -4.7222  5.5873  1.1245  0.26
H  -3.0652  4.8522  1.1987  0.30
H  -4.2228  4.1830  0.1330  0.30
H  -2.5281  5.6904  -1.0806  0.24
H  -2.8630  7.0604  -0.0413  0.29
H  -4.5099  5.7047  -1.8999  0.31
C  0.6723  -5.9719  -9.4105  -0.89
C  -0.5383  -5.3425  -10.0461  -0.28
O  -0.2174  -3.9975  -10.4877  -0.52
H  0.2492  -6.8758  -8.9724  0.30
H  0.9853  -5.2166  -8.6896  0.25
H  1.4697  -6.0706  -10.1471  0.29
H  -1.3813  -5.2930  -9.3569  0.25
H  -0.8608  -5.9358  -10.9016  0.31
H  -0.6011  -3.8599  -11.3569  0.30
C  1.3431  11.6383  4.1221  -1.00
C  1.8237  11.3863  5.5379  -0.18
O  0.7343  11.7365  6.4003  -0.51
H  0.5094  11.0501  3.7388  0.30
H  2.1781  11.3841  3.4693  0.32
H  1.0647  12.6698  3.9063  0.28
H  2.7104  11.9881  5.7374  0.29
H  2.0750  10.3312  5.6464  0.21
H  1.0567  12.4451  6.9620  0.30
C  0.2023  -1.9888  6.4271  -1.01
C  -0.8314  -0.8936  6.1632  -0.13
O  -1.2553  -0.4482  7.4119  -0.52
H  -0.1479  -2.6127  7.2494  0.28
H  1.1784  -1.6087  6.7287  0.27
H  0.4072  -2.5941  5.5441  0.33
H  -1.6905  -1.1976  5.5652  0.25
H  -0.3722  -0.1071  5.5644  0.23
H  -1.6100  0.4363  7.2955  0.30
C  6.3975  2.2157  7.4552  -0.75
O  6.4122  3.4562  8.1097  -0.31
C  5.8605  3.3799  9.4228  -0.63
C  5.9703  4.7511  10.1197  -0.35
N  6.6047  4.6112  11.4346  -0.39
C  7.0533  5.9204  11.8757  -0.85
C  5.8457  6.7489  12.4564  -0.44
O  5.1912  5.9986  13.5187  -0.35
C  3.9215  6.5879  13.9217  -0.74
H  5.4358  1.9706  7.0046  0.27
H  6.6567  1.3752  8.0990  0.32
H  7.2100  2.2117  6.7286  0.27
H  6.2872  2.6309  10.0899  0.37
H  4.8162  3.0703  9.3816  0.34
H  4.9276  5.0520  10.2215  0.16
H  6.5280  5.4366  9.4816  0.37
H  5.9811  4.2955  12.1637  0.31
H  7.6987  6.4573  11.1804  0.39
H  7.7524  5.7468  12.6937  0.34
H  5.1688  6.9815  11.6344  0.35
H  6.1855  7.6385  12.9868  0.46
H  3.2623  6.8227  13.0861  0.30
H  4.1357  7.5041  14.4719  0.29
H  3.4259  6.0139  14.7046  0.27
C  0.9340  -8.6117  -4.3934  -0.78
O  2.1626  -8.0482  -4.0567  -0.24
C  3.0634  -8.8948  -3.3310  -0.72
C  4.5615  -8.4637  -3.6144  -0.51
N  4.7226  -8.5756  -5.1054  -0.37
C  6.1100  -8.4029  -5.5476  -0.71
C  6.4675  -6.8590  -5.6329  -0.54
O  5.5127  -6.2634  -6.4849  -0.31
C  5.6706  -4.8511  -6.5661  -0.87
H  1.1356  -9.4579  -5.0503  0.33
H  0.3339  -7.8117  -4.8270  0.20
H  0.4035  -9.0370  -3.5416  0.31
H  2.9250  -9.9711  -3.4338  0.41
H  2.9387  -8.7623  -2.2563  0.40
H  5.1925  -9.1143  -3.0088  0.37
H  4.7341  -7.4227  -3.3412  0.29
H  4.2542  -7.7807  -5.5164  0.32
H  6.2720  -8.9103  -6.4986  0.36
H  6.8300  -8.7855  -4.8242  0.33
H  7.4573  -6.7511  -6.0764  0.44
H  6.4206  -6.3477  -4.6714  0.35
H  5.1801  -4.4257  -7.4416  0.29
H  6.6718  -4.4363  -6.6827  0.34
H  5.2606  -4.2791  -5.7338  0.31
C  -14.2888  -6.2879  2.9257  -0.66
O  -13.2435  -6.5598  2.0593  -0.39
C  -12.7494  -5.4302  1.3497  -0.19
C  -11.5516  -5.6586  0.3985  -0.86
N  -10.9772  -4.3889  -0.1463  -0.31
C  -11.8402  -3.6995  -1.0691  -0.36
C  -11.1749  -2.3620  -1.3785  -0.82
O  -11.5003  -1.4058  -0.3697  -0.29
C  -10.7029  -0.2629  -0.5734  -0.82
H  -14.8415  -7.1801  3.2202  0.25
H  -14.8850  -5.5180  2.4360  0.30
H  -13.9320  -6.0219  3.9207  0.25
H  -12.4260  -4.6666  2.0571  0.32
H  -13.5546  -5.0845  0.7015  0.26
H  -11.8367  -6.2994  -0.4359  0.34
H  -10.7952  -6.2564  0.9071  0.33
H  -10.8154  -3.8451  0.6892  0.26
H  -12.8699  -3.4339  -0.8297  0.26
H  -11.9600  -4.1998  -2.0301  0.35
H  -11.6200  -1.9838  -2.2988  0.45
H  -10.1504  -2.5463  -1.7019  0.41
H  -9.6424  -0.3970  -0.7866  0.32
H  -10.8010  0.4627  0.2341  0.28
H  -11.0345  0.2910  -1.4516  0.33
C  1.9816  2.9044  1.0836  -0.73
O  1.7348  1.9055  0.1345  -0.30
C  2.7995  1.7765  -0.7814  -0.82
C  2.4528  0.6306  -1.7741  -0.43
N  2.3175  -0.6584  -1.0440  -0.41
C  1.6689  -1.6866  -1.8906  -0.87
C  0.2923  -1.4009  -2.6052  -0.53
O  -0.5727  -1.0529  -1.5638  -0.26
C  -1.8202  -0.5754  -1.9785  -0.80
H  2.9283  3.4024  0.8742  0.37
H  2.0528  2.4531  2.0732  0.23
H  1.1417  3.5962  1.0188  0.20
H  3.7467  1.5430  -0.2952  0.38
H  3.0196  2.7203  -1.2803  0.46
H  2.9680  0.6993  -2.7321  0.51
H  1.4982  0.9900  -2.1584  0.21
H  1.6668  -0.4853  -0.2912  0.32
H  1.5721  -2.5848  -1.2807  0.38
H  2.3090  -1.8544  -2.7568  0.42
H  -0.0489  -2.3015  -3.1159  0.45
H  0.4079  -0.5372  -3.2600  0.34
H  -1.7448  0.3073  -2.6135  0.31
H  -2.3586  -0.3146  -1.0674  0.25
H  -2.4626  -1.3229  -2.4440  0.31